1.
This record from OMol25 describes a structure of composition C21H38IrN5O6 at a distorted geometry. The level of theory is ωB97M-V/def2-TZVPD.

Structure (XYZ):
```
71
Properties=species:S:1:pos:R:3:forces:R:3:lowdin_spin:R:1
Ir -0.5383 -0.1658 -0.2821 -1.1273 0.8690 -0.0353 0.562
O 2.5846 0.8154 -0.4307 1.7301 -0.3588 -1.1701 0.004
O 0.0160 1.1897 -1.8778 0.3158 -0.1130 0.3390 0.062
O 1.7888 4.2420 -7.0317 -0.0245 -0.0074 -0.0072 0.000
O 0.1261 -0.8478 -2.4482 0.1212 -0.2567 -0.1742 0.291
O 0.9692 4.7131 -5.0871 0.0475 -0.0097 0.0422 0.000
O 1.0282 -1.7096 -0.0077 -0.1349 -0.1096 -0.0845 0.007
N 1.3015 3.9501 -5.9708 -0.0284 0.0093 -0.0381 0.000
N -2.0435 -1.3510 -1.2387 0.0186 0.0027 0.0500 0.027
N -1.8701 1.4455 -0.2565 0.1417 -0.2039 -0.0610 -0.005
N -1.3893 -1.0396 1.4179 0.5172 -0.1313 0.0389 -0.002
N 0.6328 1.0899 0.8836 -1.7514 -0.0176 0.9698 0.014
C 0.5703 0.7680 -4.1751 0.0018 0.0427 -0.0011 0.006
C 0.6724 -3.1161 0.0836 0.0358 -0.0443 -0.1153 0.000
C -3.9862 0.2792 -1.1273 0.0115 0.0192 -0.0113 0.000
C -2.6774 -1.7439 1.0960 -0.0154 0.0508 0.1001 0.001
C 3.3025 1.4900 -1.4765 0.1618 0.2262 -0.2013 0.000
C 1.0803 2.5061 -5.7087 0.0093 0.0176 0.0033 0.001
C 1.1904 1.5964 -6.7467 0.0350 -0.0107 0.0033 -0.001
C 0.9770 0.2449 -6.4883 0.0066 0.0087 0.0066 0.000
C -1.3869 2.4826 0.7216 0.0029 0.1340 -0.0263 0.001
C 3.1089 -0.4545 -0.0811 0.4006 -0.3984 0.0488 0.000
C -2.6225 -2.3381 -0.2889 0.0121 -0.0683 -0.0515 0.000
C 0.8693 0.5999 2.2684 -0.2276 0.1021 -0.1389 0.000
C -0.3568 0.5616 3.1681 0.0295 -0.0651 0.0544 0.000
C 0.1251 2.4852 0.7382 -0.0538 -0.2381 0.1069 0.001
C 2.3370 -1.5964 -0.6816 0.0406 0.1059 0.3744 0.000
C -3.3534 1.2971 -0.1642 -0.0261 0.0460 0.0407 -0.001
C -1.5911 -0.2004 2.6524 0.0508 0.0265 0.0204 0.003
C 0.6718 -0.1750 -5.2070 0.0331 -0.0114 -0.0012 0.002
C 0.2396 0.3604 -2.8280 0.0961 -0.1673 0.0065 0.017
C -3.0395 -0.5314 -1.9922 -0.0217 -0.0458 0.0007 0.000
C 0.7714 2.1263 -4.4251 -0.0418 -0.0025 -0.0164 0.002
H 2.8799 -2.5176 -0.4702 -0.0418 -0.0038 0.0060 0.000
H -2.8667 -2.5106 1.8487 0.0136 -0.0007 0.0058 0.000
H 4.3361 1.6582 -1.1741 -0.0281 -0.0100 0.0198 0.000
H 0.5175 3.1214 1.5322 -0.0581 -0.0091 0.0450 0.000
H -3.4686 -1.0050 1.1853 -0.0206 -0.0101 -0.0023 0.000
H 1.5449 1.0754 0.3884 0.1537 0.2377 -0.1346 0.004
H -1.9826 -3.2180 -0.3046 -0.0950 -0.0072 -0.0432 0.000
H 1.4421 1.9508 -7.7378 -0.0019 0.0013 0.0005 0.000
H 3.2798 0.9068 -2.4009 -0.0390 -0.0004 0.0662 0.000
H 0.5123 -1.2260 -5.0032 -0.0067 0.0070 0.0022 0.001
H -3.6122 -2.6621 -0.6148 -0.0256 0.0532 0.0156 0.000
H -1.7706 3.4579 0.4194 -0.0430 -0.0151 -0.0320 0.000
H -1.8160 2.2525 1.6924 0.0224 0.0107 -0.0038 0.000
H -4.6427 -0.3873 -0.5665 -0.0058 0.0089 -0.0087 0.000
H -1.5345 -1.8659 -1.9532 -0.0105 -0.0249 0.0022 0.000
H -0.7015 -1.7429 1.6833 -0.0543 -0.0545 0.0981 0.001
H 0.6905 2.8791 -3.6541 -0.0091 0.0017 -0.0103 0.000
H -3.7599 2.2917 -0.3552 -0.0088 -0.0013 0.0123 -0.001
H -1.6511 1.8178 -1.1839 -0.0875 0.0689 0.0094 0.001
H -3.6266 -1.2095 -2.6146 -0.0200 0.0153 0.0061 0.001
H 1.6262 1.2384 2.7276 -0.0084 0.0185 0.0336 0.000
H -0.2234 -3.2321 0.6845 0.0305 0.0131 -0.0198 0.000
H -1.9558 -0.8843 3.4201 -0.0034 0.0181 0.0164 0.000
H 1.3095 -0.3932 2.1664 -0.0529 0.0165 0.0570 0.000
H 3.1058 -0.5343 1.0099 0.0470 -0.0220 -0.1033 0.000
H -4.6445 0.8073 -1.8171 -0.0039 -0.0063 -0.0039 0.000
H 1.4803 -3.6465 0.5829 0.0148 0.0014 -0.0157 0.000
H 2.8127 2.4475 -1.6336 -0.0018 -0.0111 -0.0184 0.000
H 0.5062 2.8565 -0.2114 0.0235 0.0680 0.0260 0.000
H -2.4143 0.4743 2.4346 0.0120 -0.0057 -0.0149 0.000
H -2.4713 0.1074 -2.6713 0.0075 -0.0124 -0.0002 0.000
H 1.0548 -0.4729 -7.2926 -0.0031 0.0005 0.0007 0.000
H 0.5139 -3.5305 -0.9130 -0.0070 -0.0006 0.0016 0.000
H -3.5970 1.0729 0.8722 0.0205 -0.0177 -0.0082 0.000
H -0.6616 1.5762 3.4284 -0.0008 -0.0148 0.0097 0.000
H 2.1741 -1.5218 -1.7507 -0.0144 0.0907 -0.0832 0.000
H -0.0271 0.1137 4.1056 -0.0215 0.0007 0.0171 0.000
H 4.1509 -0.5626 -0.3971 -0.0395 0.1948 -0.0212 0.000
```
Forces are in eV/Å.

Summary:
HOMO energy (spin up / spin down)	-17.59 / -17.58	eV
LUMO (spin up / spin down)	-9.81 / -12.15	eV
charge	+3
spin multiplicity	2
energy relative to the best compared isomer or geometry (same formula, charge and spin)	98.3	kJ/mol
expectation value of S²	0.76

***

2.
This record from OMol25 describes a structure of composition C3H2FNaO2 at a distorted geometry. The level of theory is ωB97M-V/def2-TZVPD.

Structure (XYZ):
```
9
Properties=species:S:1:pos:R:3:forces:R:3:nbo_charge:R:1
Na -0.7315 -0.2640 1.6882 0.6790 -0.0619 -0.4529 0.834
F 0.1110 1.2884 0.0922 0.1402 -0.4396 0.2124 -0.434
O 1.1758 -1.6037 -0.0554 0.1770 1.0362 -0.2821 -0.663
O -2.9925 -0.7408 0.3867 -0.1657 -0.0174 -0.1455 -0.571
C 1.6331 -0.5394 0.3967 -0.9996 -1.2449 1.6407 0.028
C -3.8315 -0.8948 -0.3548 0.2500 0.0377 0.1981 0.575
C 1.3354 0.7167 -0.4094 0.4853 0.9558 -1.3203 -0.085
H 1.1843 0.5614 -1.4875 -0.2306 -0.0837 0.1089 0.152
H 2.1160 1.4762 -0.2567 -0.3357 -0.1822 0.0407 0.163
```
Forces are in eV/Å.

Summary:
HOMO energy (spin up / spin down)	-5.85 / -5.85	eV
LUMO (spin up / spin down)	-0.69 / -0.69	eV
energy relative to the best compared isomer or geometry (same formula, charge and spin)	49.4	kJ/mol

***

3.
This record from OMol25 describes the ion C6H9NP with charge +1 at a distorted geometry. The level of theory is ωB97M-V/def2-TZVPD.

Structure (XYZ):
```
17
Properties=species:S:1:pos:R:3:forces:R:3:nbo_charge:R:1
P 2.2099 -1.7115 1.2408 -0.2642 0.5702 -0.7827 1.175
N 3.7369 -1.4149 0.0177 -0.2568 1.7947 1.0457 -0.386
C 2.0061 0.1379 0.5034 -5.6768 6.0960 0.2985 -0.427
C 1.2210 -2.4023 -0.1154 -0.1581 0.2314 -0.7735 -1.008
C 3.1661 -0.3301 0.1414 3.1284 -3.4366 -1.8959 0.300
C 1.0508 1.2851 0.1945 4.9662 -6.5317 1.4299 0.140
C -0.2764 1.1664 0.7534 -0.0507 1.1544 -2.9743 -0.495
C -1.2596 0.8728 -0.4437 0.7454 -0.3318 -0.5218 -0.579
H -0.3316 0.4056 1.4934 -0.2248 0.1767 1.1120 0.246
H -1.0847 1.6797 -1.1663 -0.2645 -0.4812 -0.1980 0.221
H 1.4479 -1.6837 -0.9293 -0.5945 -0.7876 0.0566 0.259
H 0.1487 -2.5114 0.0525 -0.0464 0.6152 0.3432 0.273
H 1.4676 2.0184 -0.4965 -0.4494 0.0854 0.2429 0.257
H 1.4908 -3.4036 -0.4167 0.6962 -0.2902 0.0608 0.282
H -2.2423 0.9850 -0.0629 -0.9989 0.1704 0.3329 0.241
H -1.2207 -0.1416 -0.9295 0.4694 1.0408 0.5818 0.224
H -0.4333 2.2410 0.8616 -1.0207 -0.0761 1.6417 0.275
```
Forces are in eV/Å.

Summary:
HOMO energy (spin up / spin down)	-14.27 / -14.27	eV
LUMO (spin up / spin down)	-5.63 / -5.63	eV
charge	+1
energy relative to the best compared isomer or geometry (same formula, charge and spin)	187.0	kJ/mol

***

4.
This record from OMol25 describes the molecule C20H16N4O5S at a distorted geometry. The level of theory is ωB97M-V/def2-TZVPD.

Structure (XYZ):
```
46
Properties=species:S:1:pos:R:3:forces:R:3:nbo_charge:R:1
S 1.4335 -0.1268 -3.4196 0.1573 -0.1894 -0.1678 0.294
O 2.7240 1.5058 -0.9099 0.2135 -0.1312 -0.0181 -0.628
O -1.0896 1.8083 -1.3009 -0.1134 0.0462 0.0071 -0.603
O 2.2986 2.2161 -4.3127 0.2384 0.2146 -0.1163 -0.554
O -3.7084 -0.8525 5.5590 -0.1465 -0.1668 0.1922 -0.371
O -3.6737 1.0919 4.6470 -0.1507 0.2566 -0.0068 -0.375
N -3.2416 -0.0299 4.8019 -0.4050 0.1405 0.2785 0.517
N 0.5756 2.2296 -2.8028 -0.2444 0.5095 0.0769 -0.490
N 1.3590 3.1862 -0.2642 -0.0785 0.1970 0.1245 -0.608
N -0.3591 -4.3395 -0.0067 -0.1795 -0.3184 0.4119 -0.418
C -1.5469 0.4899 3.1243 -0.0746 -0.0459 0.0920 -0.176
C -0.4175 0.1452 2.3849 -0.2068 -0.4353 0.3806 -0.087
C -0.2156 1.4053 -2.0372 -0.3982 0.0525 -0.0080 0.682
C 0.7501 -3.0556 -2.2052 -0.1699 0.0768 0.2241 -0.132
C 0.1676 -0.0039 -2.2221 -0.0981 -0.7401 0.2533 -0.287
C -0.6075 -3.0696 -0.2408 0.0571 0.4259 -0.3048 0.073
C -0.4222 -2.0279 3.4577 0.0414 0.0912 -0.0167 -0.207
C 1.6100 3.9726 -1.4484 -0.0131 -0.0475 -0.3593 -0.237
C -0.3815 -0.9487 -1.4331 0.0805 0.9158 -0.3183 -0.123
C 1.0046 -4.3924 -1.9625 -0.0435 -0.0037 0.0385 -0.252
C -0.0757 -2.3500 -1.3230 0.2062 -0.6814 -0.0042 -0.147
C -2.0822 -0.4128 4.0297 1.0241 -0.4088 -0.6522 0.078
C -1.5322 -1.6771 4.2049 -0.2572 0.2016 0.1139 -0.195
C 0.5899 3.6579 -2.5591 0.1131 0.2952 0.1721 -0.233
C 0.4299 -4.9897 -0.8484 0.1951 -0.0384 -0.2529 0.048
C 0.1228 1.1034 1.4286 0.4664 0.3059 -0.2038 -0.153
C 0.1316 -1.1285 2.5633 -0.0751 0.1464 0.0076 -0.158
C 1.3725 1.0941 0.9607 -0.3154 -0.2099 0.2035 -0.263
C 1.5377 1.6461 -3.5924 -0.1595 -0.6007 0.0286 0.579
C 1.8797 1.9380 -0.1434 0.0067 0.2786 0.1898 0.635
H -0.4203 3.9390 -2.2513 0.1375 0.0116 -0.1112 0.229
H -1.1353 -0.5789 -0.7453 -0.0064 0.0966 -0.0058 0.240
H 0.9851 -1.4267 1.9748 0.0952 -0.0457 -0.0880 0.222
H 2.6118 3.7114 -1.8009 -0.1238 0.1596 0.0507 0.241
H -1.9818 -2.3584 4.9102 -0.0140 -0.0239 0.0112 0.252
H 0.0094 -3.0106 3.5649 0.0249 -0.0975 0.0135 0.231
H -0.5894 1.8417 1.0829 -0.0078 0.0776 -0.1110 0.221
H 0.8673 4.1697 -3.4815 -0.0818 -0.0367 0.0633 0.236
H 1.5717 5.0342 -1.2007 0.0525 -0.0381 -0.0297 0.212
H -2.0122 1.4579 3.0107 -0.0131 0.0319 -0.0218 0.246
H 0.5750 3.4455 0.3130 0.0944 -0.1028 0.0210 0.401
H 1.1739 -2.5638 -3.0670 0.0512 -0.0958 -0.0701 0.218
H 1.6355 -4.9627 -2.6259 0.0514 -0.0687 -0.0448 0.225
H 2.0834 0.3437 1.2768 0.0599 -0.0681 0.0325 0.223
H -1.2574 -2.5789 0.4736 -0.0707 0.1534 -0.0097 0.196
H 0.6014 -6.0322 -0.6170 0.0803 -0.0902 -0.0662 0.197
```
Forces are in eV/Å.

Summary:
HOMO energy	-8.83	eV
LUMO	-0.84	eV

***

5.
This record from OMol25 describes a cluster of 2 separate species, C2H3ClN2 in total at a distorted geometry. The level of theory is ωB97M-V/def2-TZVPD.

Structure (XYZ):
```
8
Properties=species:S:1:pos:R:3:forces:R:3:nbo_charge:R:1
Cl 1.2623 -0.5219 0.2638 0.8195 0.6783 -0.5876 -0.101
N -1.7246 -0.1486 1.5227 0.1903 -0.7507 0.3537 -0.309
N 0.0762 0.9021 -1.6850 -3.6614 -1.8699 -2.2059 -0.594
C 0.9334 0.8636 -0.8270 1.9011 0.7494 0.9619 0.125
C -1.0731 -1.0858 1.6656 -3.6104 4.4112 -0.3245 0.095
H -0.6347 0.0663 -1.8480 2.1860 2.0563 0.8559 0.378
H 1.6193 1.7656 -0.7621 -0.5336 -1.4773 0.5924 0.206
H -0.4587 -1.8413 1.6699 2.7085 -3.7973 0.3539 0.201
```
Forces are in eV/Å.

Summary:
HOMO energy	-10.67	eV
LUMO	0.77	eV
energy relative to the best compared isomer or geometry (same formula, charge and spin)	210.1	kJ/mol

***

6.
This record from OMol25 describes a structure of composition C11H10DyN2O4 at a distorted geometry. The level of theory is ωB97M-V/def2-TZVPD.

Structure (XYZ):
```
28
Properties=species:S:1:pos:R:3:forces:R:3:lowdin_spin:R:1
Dy -0.3702 1.0465 -0.8169 0.3399 -7.5667 3.3422 5.034
O -3.5248 1.2648 -0.8060 0.8335 -0.1231 -0.0329 0.006
O -0.3807 2.7942 1.8991 0.0572 1.9782 3.7029 0.007
O 2.7579 1.2786 -0.8061 1.7384 -0.0479 -0.1416 0.005
O -0.3862 4.1022 -2.1427 -0.0128 1.2398 -0.6399 0.007
N 0.3842 -0.3676 0.8884 -1.3549 1.3193 -1.6841 -0.020
N -1.3989 -1.8228 0.3486 -2.6896 0.5435 -2.3801 -0.003
C 1.9170 -0.9274 2.6199 0.6595 0.5022 0.3340 -0.004
C 1.6582 1.2863 -0.8477 7.1159 1.6199 -0.1158 -0.009
C -0.3780 -0.4239 -2.4244 0.1888 -1.1065 -5.2911 -0.014
C -0.3135 -1.5278 1.0308 2.8741 -0.5636 2.9508 -0.004
C 0.1838 -2.4456 2.0067 -0.8406 -0.4932 -0.4545 -0.001
C -0.3946 2.2721 0.9483 -0.2151 1.7332 1.1837 -0.010
C -0.3833 3.0974 -1.6911 0.0830 2.6472 -0.6039 -0.005
C -2.4067 1.2590 -0.8153 -9.9534 1.7593 0.1822 -0.008
C 1.4421 -0.0671 1.6787 1.7600 0.5067 1.3957 0.002
C -0.3784 0.7676 -3.0872 -0.0175 -2.5510 -3.4208 0.015
C 1.2704 -2.1593 2.7847 -0.1812 -0.2635 -0.0786 -0.001
H -1.9178 -1.1437 -0.2556 0.6231 -1.2720 1.2319 -0.001
H 1.6272 -2.8660 3.5354 -0.1821 0.1205 -0.2251 0.000
H -0.3548 -3.3877 2.1374 0.1736 0.2580 -0.0324 0.000
H -1.3082 -0.9894 -2.2607 0.1161 0.2983 0.1843 0.000
H 0.5535 1.2053 -3.4892 -0.2780 -0.0894 0.3322 0.001
H 2.7798 -0.6787 3.2527 -0.4502 0.0343 -0.4291 0.000
H 1.9844 0.9228 1.5900 -1.0068 -1.2205 -0.1082 0.000
H -1.3134 1.2013 -3.4900 0.3059 -0.0558 0.3810 0.002
H -1.9077 -2.7069 0.4685 0.4718 0.5019 0.0865 0.000
H 0.5587 -0.9843 -2.2563 -0.1587 0.2909 0.3310 0.000
```
Forces are in eV/Å.

Summary:
HOMO energy (spin up / spin down)	-19.15 / -19.16	eV
LUMO (spin up / spin down)	-14.45 / -14.29	eV
charge	+3
spin multiplicity	6
expectation value of S²	9.31

***

7.
This record from OMol25 describes a cluster of 2 separate species, C2H2N2O in total at a distorted geometry. The level of theory is ωB97M-V/def2-TZVPD.

Structure (XYZ):
```
7
Properties=species:S:1:pos:R:3:forces:R:3:nbo_charge:R:1
O 0.5836 2.0531 0.0938 3.5348 -8.7548 2.5602 -0.437
N 1.3069 -0.4206 0.6518 -0.4835 9.6150 -0.8871 -0.590
N 0.2935 -2.6288 0.3211 0.0993 1.2688 0.3263 -0.312
C 0.9660 0.8662 0.3943 -2.2070 0.3228 -1.2368 0.948
C 0.6581 -1.5373 0.4924 -0.8799 -2.4357 -0.7356 0.393
H -2.2149 0.7893 -1.1734 -0.0003 -0.0336 -0.0001 0.025
H -1.5933 0.8781 -0.7799 -0.0635 0.0175 -0.0270 -0.026
```
Forces are in eV/Å.

Summary:
HOMO energy (spin up / spin down)	-11.16 / -11.16	eV
LUMO (spin up / spin down)	-0.78 / -0.78	eV
energy relative to the best compared isomer or geometry (same formula, charge and spin)	307.6	kJ/mol

***

8.
This record from OMol25 describes a structure of composition CH11N2Ti at a distorted geometry. The level of theory is ωB97M-V/def2-TZVPD.

Structure (XYZ):
```
15
Properties=species:S:1:pos:R:3:forces:R:3:lowdin_spin:R:1
Ti -0.6409 -0.6125 -1.7253 -0.5651 -0.0095 -2.2271 1.845
N -0.9967 1.4182 -1.3826 -0.4102 0.7088 0.6510 0.105
N 1.4495 -0.7625 -2.0661 0.9195 0.2466 0.7704 -0.032
C -0.1343 -0.2587 3.1718 -0.9033 -0.3230 -1.0181 0.002
H 1.7574 -1.1519 -1.1703 0.1357 -0.1602 -0.1291 -0.011
H -2.0051 1.3365 -1.1764 -0.1131 0.2859 -0.0927 0.078
H -0.2138 -1.1344 3.8233 0.4088 -0.0053 -0.2769 0.000
H -0.9265 1.9549 -2.2486 0.0333 0.1687 -0.0618 0.041
H 0.8850 0.1088 3.0370 -0.1856 0.2272 0.6829 -0.001
H -0.5793 1.9396 -0.6012 0.1846 0.1824 -0.1683 0.045
H -0.4329 -0.5245 2.1292 -0.0763 -0.0798 0.8210 0.001
H -0.9260 -1.3664 -0.3149 -0.2753 -1.1296 2.0067 0.011
H 1.6172 -1.4466 -2.7924 0.1979 -0.3886 -0.4576 -0.066
H -0.8894 0.4452 3.5621 0.7492 0.1728 -0.2478 0.002
H 2.0357 0.0544 -2.2457 -0.1001 0.1039 -0.2525 -0.020
```
Forces are in eV/Å.

Summary:
HOMO energy (spin up / spin down)	-0.01 / -0.04	eV
LUMO (spin up / spin down)	3.05 / 3.07	eV
charge	-1
spin multiplicity	3
energy relative to the best compared isomer or geometry (same formula, charge and spin)	53.3	kJ/mol
expectation value of S²	2.46

***

Number 1: calculated total energy -44938.328 eV. Number 2: calculated total energy -14369.528 eV. Number 3: calculated total energy -17134.931 eV. Number 4: calculated total energy -48031.156 eV. Number 5: calculated total energy -17623.231 eV. Number 6: calculated total energy -46783.877 eV. Number 7: calculated total energy -7130.656 eV. Number 8: calculated total energy -27306.278 eV.